DFT (ωB97M-V/def2-TZVPD) results for 17 unconnected molecules or ions with the total composition C68H90N12O15.

The geometry in XYZ format:
```
185
Properties=species:S:1:pos:R:3:forces:R:3
C -0.0556 -0.8198 2.0746 0.069 -0.868 -1.106
C 0.0362 -0.6570 0.5177 -1.676 -1.765 2.968
C -1.0928 0.2365 -0.0765 1.357 -1.716 1.032
O -0.2736 1.0817 -0.8102 0.583 3.282 -1.786
C 1.0285 1.0760 -0.4806 1.103 0.645 -0.451
O 1.9089 1.8906 -0.8047 -2.694 -1.961 0.701
O 1.2365 -0.0225 0.2473 1.815 1.274 -0.619
H -0.4899 0.0491 2.5690 -0.088 -0.253 -0.055
H 0.8954 -1.0861 2.5358 0.402 0.559 -0.272
H -0.5795 -1.7591 2.2517 -0.797 0.331 0.224
H 0.0537 -1.6673 0.1088 0.081 0.175 -0.354
H -1.6371 0.7278 0.7300 0.128 0.459 -0.305
H -1.7743 -0.3153 -0.7240 0.140 0.200 -0.171
C -6.6985 -2.5189 3.7604 -0.031 0.650 1.357
C -7.4436 -2.0467 2.5551 1.457 -0.747 -0.352
C -6.5306 -1.9940 1.3129 0.313 1.476 0.974
O -7.3383 -2.5676 0.3233 1.016 0.525 -1.897
C -8.3091 -3.2557 0.8540 -3.729 -3.960 -1.681
O -9.0751 -4.0412 0.2286 2.917 3.187 2.375
O -8.3448 -3.0623 2.1754 -1.281 -0.605 -0.013
H -7.3885 -2.5500 4.6037 0.006 -0.106 0.126
H -5.9344 -1.7861 4.0199 0.090 0.077 -0.021
H -6.2156 -3.4944 3.7014 -0.170 -0.020 -0.555
H -8.0066 -1.1335 2.7479 0.141 0.112 -0.095
H -5.5659 -2.4900 1.4198 -0.276 -0.707 0.142
H -6.2118 -0.9783 1.0791 -0.510 0.097 -0.384
C 6.1728 3.7822 -6.8814 -0.219 1.198 1.032
C 5.1693 4.3622 -5.8114 0.930 0.127 -3.465
C 3.8132 4.7869 -6.4383 2.641 1.713 -0.934
O 2.9110 4.2839 -5.5203 -2.239 -0.035 -0.073
C 3.4839 3.3899 -4.7536 -1.045 -2.981 3.759
O 2.9310 2.6961 -3.8656 1.171 2.310 -2.961
O 4.7856 3.3052 -4.9884 0.133 -0.366 1.126
H 6.5279 4.5909 -7.5202 -0.416 0.072 -0.321
H 5.7053 2.9855 -7.4601 0.067 0.075 0.070
H 7.1072 3.4546 -6.4255 -0.267 -0.389 0.304
H 5.5532 5.2597 -5.3265 0.344 -0.509 0.748
H 3.7382 4.5367 -7.4965 -0.707 -1.153 0.188
H 3.8024 5.8750 -6.5015 -0.455 0.113 0.630
C 3.6551 -2.3731 -0.9557 -1.796 -1.330 -0.012
C 2.5580 -3.2398 -1.6536 0.747 1.969 -1.044
C 3.0050 -4.1709 -2.7647 1.136 -0.943 1.330
O 2.2707 -5.3755 -2.4657 -0.849 -0.242 -0.172
C 1.6052 -5.2451 -1.2831 -1.784 -3.006 -0.456
O 0.8547 -6.1070 -0.7993 2.290 2.425 -1.226
O 1.8276 -4.0614 -0.7833 -0.208 0.600 1.852
H 4.3745 -2.9974 -0.4259 0.333 0.053 -0.431
H 3.1031 -1.8434 -0.1792 0.229 0.493 -0.105
H 4.0464 -1.7040 -1.7221 0.311 0.011 0.345
H 1.8514 -2.5463 -2.1095 -0.242 0.260 0.190
H 4.0413 -4.4620 -2.5935 0.258 0.198 -0.323
H 2.8983 -3.7799 -3.7765 -0.476 -0.351 0.153
C 2.3595 5.6127 -0.6347 1.221 -0.184 -0.041
C 2.3452 5.8227 -2.1425 -2.435 0.835 0.441
C 1.4796 7.0819 -2.4819 -1.975 -0.976 0.327
O 2.1969 7.7904 -3.4498 0.659 0.204 -0.170
C 3.4240 7.2863 -3.4997 2.324 0.567 -1.183
O 4.3152 7.7304 -4.2076 -1.546 -1.115 1.290
O 3.5657 6.2131 -2.6670 1.966 1.085 -0.889
H 2.8914 6.4434 -0.1708 -0.128 0.359 -0.078
H 2.9856 4.7601 -0.3717 -0.278 -0.343 -0.154
H 1.3864 5.5411 -0.1489 -0.122 -0.131 -0.400
H 2.0561 4.9524 -2.7316 -0.458 -0.161 0.397
H 1.2136 7.7087 -1.6307 0.705 0.138 0.280
H 0.5001 6.8754 -2.9133 0.058 -0.553 -0.107
N 3.2760 2.7025 1.8324 0.484 -1.008 -0.535
C 3.6980 1.7938 2.7515 -0.533 0.377 -0.190
C 3.8739 2.4942 3.9213 0.769 -2.217 0.871
C 3.6560 3.8512 3.6977 -0.099 0.438 -0.109
C 3.2987 3.9225 2.3789 -0.122 1.817 -0.918
H 3.1207 2.4572 0.8650 -0.086 0.293 -0.165
H 3.8258 0.7675 2.4403 -0.057 0.008 0.394
H 4.1605 1.9429 4.8047 0.074 0.501 0.305
H 3.7684 4.6917 4.3666 -0.044 -0.182 0.010
H 3.0924 4.7766 1.7509 -0.026 0.041 0.251
N -2.8259 -4.0431 0.1264 -0.082 0.449 -1.635
C -1.5387 -3.8072 -0.3689 -1.277 0.762 0.459
C -1.6972 -2.9308 -1.4264 1.445 -0.560 -0.176
C -3.0442 -2.7052 -1.7088 -1.379 -0.958 1.693
C -3.7501 -3.4501 -0.7349 1.113 0.528 -0.130
H -3.1110 -4.7047 0.8343 0.389 -0.119 -0.049
H -0.6398 -4.1880 0.0932 -0.210 -0.041 0.073
H -0.8790 -2.5316 -2.0074 0.098 0.074 0.006
H -3.4319 -2.0271 -2.4547 -0.168 -0.236 0.029
H -4.7993 -3.6665 -0.5984 0.005 0.246 -0.053
N -0.0410 -1.7747 -4.9681 -1.527 1.947 1.085
C 1.2696 -1.5128 -4.8254 1.489 0.965 0.664
C 1.4368 -0.2774 -4.1345 0.408 -1.906 -0.673
C 0.1637 0.2110 -3.8333 -1.630 -1.409 -0.633
C -0.7416 -0.7238 -4.3684 0.371 -0.010 -0.056
H -0.5445 -2.5564 -5.3623 0.616 0.024 -0.070
H 2.0018 -2.2210 -5.1841 0.064 0.222 -0.053
H 2.3678 0.1755 -3.8269 0.028 -0.094 -0.220
H -0.1138 1.0592 -3.2250 0.095 0.021 -0.262
H -1.8199 -0.7412 -4.4258 0.111 0.063 0.209
N -2.6783 -4.2353 4.5926 -0.009 0.993 -1.079
C -3.0056 -5.3268 3.8817 -1.997 -2.216 1.602
C -1.9058 -5.7695 3.2466 0.496 -1.193 -2.896
C -0.9745 -4.7323 3.1949 -0.197 0.483 1.336
C -1.4889 -3.8194 4.0819 1.959 2.083 0.894
H -3.3204 -3.7572 5.2085 0.409 0.121 -0.229
H -3.9933 -5.7330 4.0427 0.211 -0.494 -0.061
H -1.6522 -6.6544 2.6817 -0.972 -0.317 0.005
H -0.0599 -4.7678 2.6217 0.038 0.287 0.363
H -1.0191 -2.9392 4.4952 0.017 0.155 -0.089
N -1.6498 4.6063 -4.2703 0.819 -0.215 3.342
C -0.6702 3.9068 -3.5321 -0.326 -0.421 -1.690
C -0.7465 4.1923 -2.1708 1.962 -0.870 -2.357
C -1.6876 5.1789 -2.0877 -2.694 2.007 0.310
C -2.3179 5.3631 -3.3111 0.687 0.181 -0.906
H -1.8395 4.5550 -5.2610 0.087 -0.105 0.355
H -0.0550 3.2297 -4.1060 0.204 -0.112 0.364
H -0.1165 3.6964 -1.4472 -0.053 0.294 0.085
H -1.9577 5.7731 -1.2273 -0.134 -0.284 0.184
H -3.1378 5.9917 -3.6258 0.108 0.083 0.308
N 4.6959 -3.0624 4.6201 -0.538 0.600 -0.563
C 4.4208 -4.2028 5.2923 -2.050 -0.021 -0.146
C 3.1116 -4.5667 4.8753 1.040 -1.346 0.944
C 2.6688 -3.7229 3.8311 0.942 0.886 1.207
C 3.6329 -2.7555 3.8083 0.976 1.248 -1.327
H 5.5075 -2.4802 4.7702 -0.261 -0.148 -0.175
H 5.1219 -4.4842 6.0640 -0.429 -0.537 -0.012
H 2.5089 -5.3402 5.3278 0.266 -0.267 -0.142
H 1.7530 -3.6681 3.2614 0.053 -0.265 0.301
H 3.6806 -1.8471 3.2262 -0.002 -0.053 -0.127
N 0.4329 3.6673 3.0243 -2.290 0.253 -2.660
C -0.2308 3.6295 1.7856 -1.674 0.229 1.041
C -1.6533 3.7679 2.0388 3.574 -0.675 -1.510
C -1.7776 3.9258 3.4082 -0.180 -0.305 1.129
C -0.5135 3.8677 3.9677 0.626 0.189 1.029
H 1.4314 3.7834 3.1213 0.086 -0.133 0.249
H 0.3020 3.5939 0.8469 0.071 -0.210 0.126
H -2.4115 3.6539 1.2781 0.001 0.214 0.124
H -2.7274 3.9789 3.9196 0.206 0.165 0.246
H -0.0889 3.9844 4.9538 -0.752 -0.001 0.328
N -0.3498 0.6736 5.0594 0.249 -1.579 1.355
C 0.9699 0.2428 5.1004 0.120 -0.213 -1.055
C 1.1012 -0.9054 5.8667 -0.460 1.718 -0.238
C -0.1748 -1.1006 6.4472 -0.707 -0.016 -0.594
C -1.0584 -0.1714 5.8943 0.728 -0.643 0.712
H -0.8090 1.3028 4.4165 0.435 0.252 0.128
H 1.7139 0.7077 4.4706 -0.091 0.126 0.026
H 2.0177 -1.4595 6.0065 -0.131 0.047 0.098
H -0.3998 -1.8980 7.1400 -0.284 0.144 0.023
H -2.1110 -0.0754 6.1162 0.135 0.276 -0.227
N 4.9627 2.2250 -1.7086 -0.584 0.660 -0.813
C 6.0025 3.1083 -1.7770 0.129 0.190 -1.641
C 6.8960 2.8248 -0.7968 -0.640 -0.425 0.890
C 6.2620 1.8035 -0.0550 0.729 -1.246 1.684
C 5.0737 1.4186 -0.6292 0.712 0.539 -0.249
H 4.2259 2.1239 -2.3920 -0.087 0.439 -0.079
H 6.1100 3.7936 -2.6047 -0.256 -0.039 0.028
H 7.8531 3.2526 -0.5374 -0.222 0.200 -0.253
H 6.7059 1.3985 0.8423 -0.184 -0.185 0.064
H 4.2667 0.7214 -0.4588 0.371 -0.118 0.411
N -3.2984 -1.4397 2.5147 0.488 -0.375 -0.703
C -3.4457 -1.0042 3.7725 -0.189 0.813 0.970
C -3.8792 0.3146 3.7075 -0.562 -0.287 -0.278
C -4.0107 0.6297 2.3249 0.125 0.611 0.322
C -3.5589 -0.4388 1.6199 -0.100 -1.264 -0.590
H -2.9990 -2.3757 2.2818 0.247 0.160 -0.117
H -3.1499 -1.6697 4.5700 -0.253 0.407 0.101
H -4.2192 1.0174 4.4538 0.308 -0.380 0.397
H -4.4172 1.5520 1.9369 0.286 0.009 -0.090
H -3.3290 -0.6506 0.5861 -0.652 0.232 -0.026
N -1.9872 -6.6696 -1.7212 -1.368 -2.344 0.039
C -1.7917 -8.0595 -1.4359 -1.225 1.548 -0.923
C -2.9571 -8.7409 -1.8672 2.223 1.289 1.133
C -3.8537 -7.7324 -2.2850 -1.245 -2.110 -0.752
C -3.2785 -6.5316 -2.2357 1.512 1.725 0.819
H -1.3888 -5.9001 -1.4569 0.051 -0.388 -0.042
H -0.8734 -8.3000 -0.9208 -0.087 -0.414 -0.301
H -3.1393 -9.8053 -1.8828 0.109 0.126 0.203
H -4.8398 -8.0116 -2.6259 -0.080 0.495 -0.120
H -3.6920 -5.5495 -2.4116 0.131 -0.098 -0.172
N -3.0073 2.3154 -2.2990 -2.613 -2.511 0.270
C -3.9170 2.2459 -1.2672 1.676 1.548 1.443
C -4.8316 1.2676 -1.4422 -0.583 1.437 1.398
C -4.6022 0.8075 -2.7256 -2.560 -3.463 0.203
C -3.4663 1.2888 -3.1510 3.964 2.723 -2.144
H -2.2595 2.9877 -2.3932 -0.014 -0.438 -0.109
H -3.7725 2.8791 -0.4042 -0.080 0.090 -0.008
H -5.5438 1.0219 -0.6684 -0.296 -0.128 -0.444
H -5.2109 0.0367 -3.1747 0.279 -0.084 -0.290
H -2.8649 1.0254 -4.0084 -0.294 0.251 -0.189
```
Forces are in eV/Å.

Values from the calculation:
Energy: -4430.68887 a.u.
HOMO-LUMO gap: 7.937 eV
Spin multiplicity: 1